(A)
# C12H24NO15S2

5 unconnected molecules or ions with the total composition C12H24NO15S2 (ωB97M-V/def2-TZVPD, OMol25).

Results
- net charge = -1

Positions of all 54 atoms, in Å:
N1 2.05074 -1.63667 -0.82876
O1 3.26074 -1.77967 -1.05776
O2 1.35074 -2.34267 -1.57276
O3 1.62174 -1.44467 0.32924
O4 -0.94626 2.86133 -2.14376
S1 0.45374 2.60433 -2.56576
O5 0.99874 3.33633 -3.69776
O6 1.30974 2.98533 -1.27276
C1 1.22574 4.37933 -0.85576
C2 2.23874 4.76733 0.21924
C3 0.59274 0.81833 -2.64476
H1 0.33374 4.53533 -0.39776
H2 1.37974 5.07933 -1.59876
H3 3.00074 4.28533 -0.13876
H4 2.03574 4.44133 1.28924
H5 2.22974 5.92033 0.38424
H6 1.55474 0.63033 -2.67376
H7 0.06774 0.45933 -3.52476
H8 0.08574 0.38433 -1.64176
O7 -1.34226 0.38733 0.53624
S2 -0.57126 0.55833 1.80424
O8 0.66074 1.33533 1.90924
O9 -1.59026 1.59733 2.79224
C4 -1.72226 2.81233 2.23524
C5 -2.54926 3.70833 3.27824
C6 -0.49426 -0.96267 2.73124
H9 -2.06426 2.96833 1.10224
H10 -0.76626 3.22233 2.07624
H11 -2.25026 4.77433 3.03624
H12 -2.35826 3.33433 4.28424
H13 -3.64626 3.64033 3.05624
H14 -0.18826 -1.60067 2.09624
H15 -1.52026 -0.92467 2.93224
H16 0.09074 -0.92667 3.58824
C7 -2.26726 -2.14967 -2.08876
C8 -1.46026 -2.09967 -3.39376
O10 -2.28526 -1.29267 -4.24276
C9 -3.54926 -1.12067 -3.67176
O11 -4.41926 -0.46567 -4.21076
O12 -3.61026 -1.80267 -2.58476
H17 -1.81026 -1.46867 -1.23776
H18 -2.47326 -3.06067 -1.71076
H19 -1.33126 -3.18667 -3.70176
H20 -0.52026 -1.86867 -3.21576
C10 1.01474 -4.46267 1.53924
C11 2.24574 -4.96467 0.88324
O13 3.20374 -4.91067 1.81824
C12 2.72374 -4.20967 2.83924
O14 3.45974 -3.95867 3.85724
O15 1.43274 -3.90167 2.72424
H21 0.20174 -5.28867 1.82024
H22 0.43274 -3.65767 0.90624
H23 2.31274 -4.31867 -0.09776
H24 2.16574 -6.01967 0.70324



(B)
# C12H24NO15S2

5 unconnected molecules or ions with the total composition C12H24NO15S2 (ωB97M-V/def2-TZVPD, OMol25).

Results
- net charge = -1

Positions of all 54 atoms, in Å:
N1 2.50161 2.40502 0.74411
O1 3.63661 2.19202 1.11211
O2 1.62961 1.52602 0.92511
O3 2.40861 3.25002 -0.17089
O4 -2.27439 -0.99498 2.83811
S1 -1.32339 -1.69498 2.07611
O5 -0.25739 -2.33598 2.83811
O6 -2.29739 -2.96498 1.46511
C1 -2.59339 -4.00098 2.41311
C2 -3.87439 -4.59798 1.87811
C3 -0.83639 -0.76598 0.70511
H1 -2.89439 -3.76998 3.26911
H2 -1.74639 -4.58798 2.76611
H3 -4.81139 -3.79498 2.26211
H4 -4.29839 -5.54498 2.23711
H5 -3.97539 -4.57698 0.80411
H6 -0.38539 0.25902 1.05111
H7 -1.72639 -0.65898 0.00111
H8 -0.08939 -1.40898 0.23511
O7 -1.47539 1.11002 -2.56289
S2 -0.91139 1.59902 -3.70489
O8 -0.74139 3.01702 -3.88189
O9 0.69561 0.96802 -3.73989
C4 1.39261 0.81602 -2.53189
C5 2.88061 0.73102 -2.89089
C6 -1.79639 0.92802 -5.04389
H9 0.85261 -0.07898 -1.99089
H10 1.30761 1.62902 -1.84189
H11 3.39461 -0.04298 -2.28889
H12 3.39061 1.78602 -2.85489
H13 2.78661 0.11402 -3.93489
H14 -1.70939 1.76002 -5.77089
H15 -2.74639 0.82302 -4.74389
H16 -1.17039 -0.01398 -5.31689
C7 -0.80939 4.52502 0.95811
C8 -0.97739 3.30902 -0.20989
O10 -2.15839 2.73402 0.26411
C9 -2.40339 2.96802 1.42611
O11 -3.29839 2.47302 2.06511
O12 -1.68939 3.92602 1.88511
H17 -1.50239 5.43902 0.54111
H18 0.18561 4.47602 1.42911
H19 -0.11039 2.83102 -0.32989
H20 -1.25139 3.80402 -1.05189
C10 3.05261 -1.32598 0.94511
C11 2.94461 -1.39298 2.51211
O13 3.11061 -2.81098 2.80311
C12 3.36461 -3.42398 1.61611
O14 3.55961 -4.71398 1.47211
O15 3.38561 -2.67298 0.51611
H21 3.93761 -0.44898 0.66811
H22 2.14261 -0.93998 0.43811
H23 1.98761 -1.12498 2.67911
H24 3.58661 -0.70898 3.02211



Result of the stability comparison: (B) is the least stable of them.



(A)
# H26O13Xe

A molecular structure, H26O13Xe (ωB97M-V/def2-TZVPD, OMol25).

Results
- net charge = 0

Positions of all 40 atoms, in Å:
Xe1 -0.45024 -0.20211 -0.69340
O1 -2.07519 -2.13344 -3.34262
H1 -1.48652 -2.70634 -2.85120
H2 -2.73650 -2.72292 -3.70513
O2 1.10082 -3.80394 0.14555
H3 1.39902 -4.69291 0.33804
H4 0.59361 -3.89044 -0.66160
O3 2.99496 1.98676 1.32862
H5 3.88212 1.65549 1.18918
H6 2.47906 1.20906 1.54136
O4 -3.74279 -0.25819 -2.38034
H7 -3.39148 0.62371 -2.50308
H8 -3.10593 -0.83170 -2.80664
O5 -3.28363 2.45635 -2.73072
H9 -2.86439 2.72913 -1.91460
H10 -4.21464 2.63020 -2.59205
O6 -0.10120 -2.44969 2.75969
H11 0.12276 -2.81008 1.90168
H12 0.65688 -2.64908 3.30905
O7 3.21189 -2.02786 0.97785
H13 2.48998 -2.54994 0.62785
H14 3.75004 -2.65543 1.46033
O8 1.60492 3.52218 -0.47784
H15 2.29011 3.07995 0.02333
H16 1.45361 2.95249 -1.23202
O9 -0.56074 3.43048 1.15513
H17 -1.21294 3.65768 0.49237
H18 0.26281 3.37100 0.67092
O10 -2.87530 -2.33998 1.06255
H19 -3.41601 -2.13010 1.82401
H20 -2.97044 -1.58288 0.48464
O11 1.58039 -0.35705 2.41305
H21 2.32569 -0.86926 2.09934
H22 0.86021 -0.98576 2.46087
O12 1.43769 2.20210 -2.90193
H23 1.82273 1.33722 -2.76067
H24 2.16552 2.74115 -3.21163
O13 -0.06571 1.68131 3.21813
H25 0.40643 1.03440 2.69391
H26 -0.33770 2.34853 2.58799



(B)
# H26O13Xe

A molecular structure, H26O13Xe (ωB97M-V/def2-TZVPD, OMol25).

Results
- net charge = 0

Positions of all 40 atoms, in Å:
Xe1 0.12474 -0.01483 -0.39034
O1 -0.21970 3.86186 1.28427
H1 -0.78970 4.53121 0.90572
H2 -0.81385 3.15450 1.53499
O2 1.75948 3.25902 -0.71827
H3 1.10775 3.45047 -0.04385
H4 1.29162 3.37808 -1.54480
O3 -2.90395 -2.49827 0.91431
H5 -3.78785 -2.38087 0.56621
H6 -2.33074 -2.38917 0.15552
O4 2.53505 -1.65171 -2.89352
H7 2.02979 -2.41448 -3.17481
H8 2.70257 -1.80446 -1.96355
O5 2.63209 0.64535 2.56401
H9 3.10759 0.00153 2.03900
H10 3.25193 1.36551 2.67980
O6 1.05685 -3.33501 1.57452
H11 0.60412 -3.91826 0.96534
H12 1.12743 -3.84123 2.38384
O7 2.98880 -2.27465 -0.08303
H13 3.55789 -1.68913 0.41650
H14 2.21804 -2.39168 0.47237
O8 -1.25667 -3.60410 -1.48621
H15 -0.87798 -3.49806 -2.35889
H16 -2.06634 -4.09289 -1.63372
O9 -0.10589 0.95014 3.66500
H17 0.57505 0.92137 2.99289
H18 -0.02438 1.82180 4.05204
O10 -2.15064 1.45476 -3.27503
H19 -1.34363 1.21448 -2.81979
H20 -2.25330 2.39087 -3.10355
O11 -4.00045 0.46099 -0.07333
H21 -3.65345 -0.10867 -0.75985
H22 -3.30049 0.50562 0.57804
O12 1.33787 1.23907 -3.33933
H23 1.99538 1.87314 -3.62547
H24 1.84089 0.45589 -3.11612
O13 -1.97254 1.73927 1.83812
H25 -2.53733 2.13842 2.49988
H26 -1.45613 1.09397 2.32096



Result of the stability comparison: (A) is the least stable of them.



(A)
# C8H16NO

2 unconnected molecules or ions with the total composition C8H16NO (ωB97M-V/def2-TZVPD, OMol25).

Results
- net charge = +1

Positions of all 26 atoms, in Å:
C1 2.17083 -1.13459 0.19125
C2 1.73081 0.00595 -0.33151
C3 1.25690 -2.23769 -0.21274
C4 0.24492 -1.60311 -0.94293
C5 -2.57570 0.62672 0.00547
C6 0.04933 0.42339 -2.12100
C7 0.70252 1.36925 1.79424
C8 -1.54967 0.63567 1.19187
N1 0.54541 -0.39206 -1.15029
O1 -0.13881 0.86891 0.68518
H1 2.80634 -1.37275 1.03921
H2 2.00031 1.07683 -0.26119
H3 1.72427 -2.86524 -0.97771
H4 1.08327 -2.96249 0.54114
H5 -0.46920 -2.12250 -1.48343
H6 -1.60822 -0.26959 1.84771
H7 -2.49895 1.57069 -0.58730
H8 -2.60585 -0.20116 -0.59489
H9 -3.48587 0.74135 0.57227
H10 -0.82223 0.90697 -1.75610
H11 0.79873 1.17004 -2.34049
H12 -0.13483 -0.15667 -3.02342
H13 0.77727 0.47716 2.47533
H14 0.31208 2.20545 2.30086
H15 1.61190 1.70434 1.31042
H16 -1.92558 1.53514 1.82805



(B)
# C8H16NO

2 unconnected molecules or ions with the total composition C8H16NO (ωB97M-V/def2-TZVPD, OMol25).

Results
- net charge = +1

Positions of all 26 atoms, in Å:
C1 0.93123 -0.45685 0.59489
C2 0.00215 -1.27841 0.74614
C3 2.44272 -0.12931 0.44609
C4 1.42989 0.80851 -0.08288
C5 3.28392 -1.10719 -0.37591
C6 1.13471 2.16550 0.62851
C7 -2.28276 -0.29959 -1.33822
C8 -2.04760 -0.14472 0.11128
N1 -3.17862 -0.78555 0.97431
O1 -1.97820 1.16110 0.55233
H1 -0.27597 -2.28997 0.98202
H2 2.92328 0.15524 1.39636
H3 1.29865 0.84576 -1.19598
H4 3.96230 -0.52600 -1.02229
H5 2.73993 -1.66114 -1.08188
H6 3.63930 -1.99178 0.25699
H7 0.97400 3.01876 -0.00037
H8 2.00150 2.52477 1.11212
H9 0.33797 2.05127 1.22731
H10 -1.29105 -0.08080 -1.57238
H11 -2.67427 -1.22956 -1.69934
H12 -2.86428 0.60155 -1.73976
H13 -2.71875 -1.19907 1.76962
H14 -3.81979 -1.37999 0.45483
H15 -3.66543 0.01318 1.31578
H16 -1.62428 1.62285 -0.20275



Result of the stability comparison: (B) is the least stable of them.



(A)
# C7H14OSi

2 unconnected molecules or ions with the total composition C7H14OSi (ωB97M-V/def2-TZVPD, OMol25).

Results
- net charge = 0

Positions of all 23 atoms, in Å:
C1 1.83863 -0.32882 -2.79130
C2 1.03664 2.62623 -1.20219
C3 2.30616 0.51124 -1.83127
C4 1.42270 1.41384 -1.23301
C5 -2.94180 0.19544 -0.02533
C6 -0.51472 0.10002 2.55845
C7 0.45832 -2.30740 0.65418
O1 -1.77136 -0.55003 0.14963
Si1 -0.27569 -0.58841 0.79413
H1 2.45066 -1.09321 -3.14087
H2 0.87659 -0.29396 -3.09399
H3 0.07689 3.08963 -0.71536
H4 1.53878 3.46225 -1.61187
H5 3.34572 0.30550 -1.35053
H6 -3.01015 1.03284 0.63685
H7 -3.78953 -0.34064 0.16229
H8 -2.86689 0.41999 -1.11128
H9 0.25325 0.69225 2.97391
H10 -1.42754 0.62142 2.59824
H11 -0.53262 -0.68340 3.23796
H12 1.31887 -2.49873 1.20614
H13 -0.10188 -3.05558 1.11771
H14 0.69154 -2.67328 -0.42464



(B)
# C7H14OSi

2 unconnected molecules or ions with the total composition C7H14OSi (ωB97M-V/def2-TZVPD, OMol25).

Results
- net charge = 0

Positions of all 23 atoms, in Å:
C1 -1.63860 -1.66100 0.51986
C2 -2.45798 -2.51824 0.35132
C3 -0.30908 0.45760 2.42142
C4 -0.12445 1.79224 -1.66707
C5 2.19284 1.24640 0.11870
C6 0.87046 -1.07595 -1.53068
C7 -0.59710 0.43109 0.98032
O1 -3.34946 -3.52039 0.10183
Si1 0.62273 0.53222 -0.56882
H1 -1.00767 0.92446 3.06581
H2 -0.02925 -0.51578 2.87994
H3 0.58265 1.10461 2.45562
H4 -0.29648 1.38917 -2.65686
H5 -1.05892 2.22789 -1.37716
H6 0.51855 2.62597 -1.60071
H7 2.57270 0.79709 0.94759
H8 2.91619 1.12205 -0.72844
H9 1.98176 2.28040 0.36217
H10 1.41065 -0.84994 -2.46072
H11 1.54079 -1.77608 -1.05225
H12 0.10021 -1.67190 -1.80403
H13 -1.53949 0.94451 0.74646
H14 -2.90106 -4.28642 0.49572



(C)
# C7H14OSi

A single C7H14OSi molecule (ωB97M-V/def2-TZVPD, OMol25).

Results
- net charge = 0

Positions of all 23 atoms, in Å:
C1 1.55398 2.77749 0.27160
C2 1.37348 1.51256 -0.12897
C3 0.38727 0.64329 2.05142
C4 0.69146 0.47932 0.56441
C5 -1.36125 -1.88596 0.82902
C6 0.79880 -1.80362 -1.40564
C7 -1.58266 0.21081 -1.53544
O1 -0.83457 1.20821 1.82989
Si1 -0.42077 -0.74980 -0.36944
H1 2.10364 3.48385 -0.32771
H2 1.07019 3.15727 1.15599
H3 1.77033 1.19443 -1.08814
H4 0.34635 -0.31871 2.58131
H5 1.11234 1.30597 2.54747
H6 -2.17295 -2.39358 0.31648
H7 -0.71185 -2.65025 1.24885
H8 -1.79043 -1.31806 1.64819
H9 0.26342 -2.59239 -1.92457
H10 1.31076 -1.21119 -2.15751
H11 1.55579 -2.27439 -0.78563
H12 -2.09315 -0.46087 -2.22006
H13 -2.33624 0.75109 -0.97037
H14 -1.03393 0.93454 -2.13114



Result of the stability comparison: (B) is the least stable of them.



(A)
# H34O17

17 unconnected molecules or ions with the total composition H34O17 (ωB97M-V/def2-TZVPD, OMol25).

Results
- net charge = 0

Positions of all 51 atoms, in Å:
O1 -0.33793 0.47454 0.12037
H1 0.27808 -0.11640 0.56892
H2 -1.04796 -0.05118 -0.30646
O2 -0.95378 -3.24931 0.30188
H3 -1.91470 -3.23515 0.24270
H4 -0.58284 -2.99971 -0.56566
O3 2.39976 -1.56932 -2.05638
H5 2.62194 -2.01086 -1.23440
H6 1.98673 -0.70067 -1.81792
O4 2.67028 0.80745 -0.23052
H7 2.84821 1.70380 -0.52008
H8 2.42816 0.89162 0.71771
O5 -1.40191 2.76476 -2.16895
H9 -1.97687 2.50816 -1.43851
H10 -1.07253 3.61373 -1.87288
O6 0.13348 0.25745 3.68226
H11 0.40440 -0.49896 4.22737
H12 0.91917 0.55039 3.26018
O7 -2.69633 -0.42791 -0.73834
H13 -2.37095 -0.63311 -1.61813
H14 -3.53349 -0.83291 -0.74981
O8 -1.78168 -0.30971 -3.32344
H15 -1.96288 -0.14637 -4.23508
H16 -0.84780 0.00680 -3.26637
O9 0.88271 2.92480 -0.32800
H17 -0.01532 3.13499 -0.14815
H18 0.91058 1.99321 -0.12676
O10 -1.91485 1.58046 2.21303
H19 -1.44897 1.20954 2.90983
H20 -1.62191 1.15338 1.39888
O11 -1.51551 -1.64786 2.48150
H21 -0.74855 -1.18931 2.81207
H22 -1.23251 -2.15405 1.71967
O12 0.65911 0.51096 -2.39172
H23 1.10211 1.32567 -2.41538
H24 0.25986 0.56629 -1.51270
O13 -3.54168 2.09385 -0.47540
H25 -3.42015 1.14012 -0.64400
H26 -3.92923 2.15595 0.44594
O14 1.19444 -1.43833 1.33205
H27 1.47813 -1.41772 2.26554
H28 0.96808 -2.38130 1.29593
O15 -0.33033 -2.18210 -1.99545
H29 0.57937 -2.04976 -2.31384
H30 -0.96114 -1.66521 -2.51763
O16 2.24499 1.17878 2.25102
H31 2.86124 0.90230 3.00680
H32 2.11205 2.12012 2.23840
O17 3.70034 -1.93612 0.43564
H33 4.49581 -1.41192 0.43609
H34 3.02273 -1.31388 0.64817



(B)
# H34O17

17 unconnected molecules or ions with the total composition H34O17 (ωB97M-V/def2-TZVPD, OMol25).

Results
- net charge = 0

Positions of all 51 atoms, in Å:
O1 -0.51991 -2.39196 -1.22315
H1 0.07909 -1.71700 -1.60862
H2 0.09768 -3.12826 -1.19892
O2 2.28090 -0.32781 -4.34875
H3 3.00680 0.29308 -4.23851
H4 2.79609 -1.13094 -4.46806
O3 3.19907 -3.00524 1.26080
H5 2.76250 -3.83083 1.50122
H6 2.52642 -2.32036 1.17829
O4 1.14624 0.83501 3.68292
H7 2.10426 0.93567 3.74011
H8 0.73199 1.46556 4.28568
O5 1.01187 4.39810 -0.37943
H9 0.27532 5.01246 -0.46555
H10 0.77108 3.77162 -1.08635
O6 -2.83012 2.93096 2.25001
H11 -2.90704 3.31773 3.11600
H12 -3.73120 2.62251 2.12035
O7 -0.84541 -5.98798 0.74267
H13 -0.73983 -5.08160 0.42976
H14 -1.77350 -6.04482 1.01379
O8 4.19527 3.12596 -3.00997
H15 4.31772 2.85557 -2.11244
H16 3.58582 3.87456 -3.03794
O9 0.01587 -1.84493 1.52175
H17 -0.45226 -1.80979 0.67602
H18 0.24115 -0.95502 1.82183
O10 3.91447 -0.77814 -1.23451
H19 4.45732 -0.10309 -0.83164
H20 4.03097 -1.45409 -0.54794
O11 -3.88594 0.03844 -0.29485
H21 -3.36308 0.50985 -0.93920
H22 -3.44455 0.10763 0.58420
O12 -0.36832 3.40793 -2.80814
H23 -0.07409 3.75130 -3.66085
H24 0.04428 2.53371 -2.77020
O13 -4.53554 -1.95291 -1.81520
H25 -4.62083 -1.21387 -1.20211
H26 -5.02063 -1.97096 -2.64746
O14 -0.16075 4.02583 2.38996
H27 -1.02250 3.92019 2.00658
H28 0.12357 3.10470 2.40999
O15 2.02465 1.64367 -2.02593
H29 2.51281 2.26081 -2.59728
H30 2.70263 1.12472 -1.56731
O16 -2.94433 -4.15090 3.01296
H31 -2.40250 -4.52652 3.71419
H32 -2.25566 -3.79365 2.43971
O17 -2.40862 -0.47351 1.79356
H33 -1.88220 -1.28650 1.74019
H34 -2.76701 -0.58688 2.68778



Result of the stability comparison: (B) is the least stable of them.



(A)
# C2H3N3S

2 unconnected molecules or ions with the total composition C2H3N3S (ωB97M-V/def2-TZVPD, OMol25).

Results
- net charge = 0

Positions of all 9 atoms, in Å:
C1 -1.77403 0.71856 0.96517
C2 2.08543 -0.49617 0.15430
N1 -1.75061 0.57830 -0.21104
N2 2.22027 -1.65429 0.24969
N3 -1.25294 0.25273 -1.31222
S1 2.17174 1.03566 0.13042
H1 -2.71294 1.12095 1.45746
H2 1.86763 -2.56778 0.33111
H3 -0.85455 1.01203 -1.76489



(B)
# C2H3N3S

A molecular structure, C2H3N3S (ωB97M-V/def2-TZVPD, OMol25).

Results
- net charge = 0

Positions of all 9 atoms, in Å:
C1 -0.16498 0.16783 -0.88941
C2 -0.11449 -0.48494 1.04386
H1 -1.90290 1.30157 -1.06813
H2 -0.26122 -0.67865 2.11899
H3 1.99644 -0.61008 1.09119
N1 -0.88655 -0.03286 0.20821
N2 1.18941 -0.63872 0.52887
N3 1.14350 -0.08879 -0.72296
S1 -0.99921 1.06464 -2.31062



Result of the stability comparison: (A) is the least stable of them.